<w>
{"formula": "C2H6N2S2", "method": "ωB97M-V/def2-TZVPD", "smiles": "CN(S)/C=N\\S", "gap_ev": 9.3, "spin_multiplicity": 1, "homo_ev": -8.694, "total_charge": 0, "species": ["C", "C", "H", "H", "H", "H", "H", "H", "N", "N", "S", "S"], "coordinates": [[-0.341, 1.212, 0.398], [0.320, -1.159, 0.532], [-0.699, 1.874, -0.381], [-0.951, 1.491, 1.250], [0.684, 1.345, 0.588], [-1.988, -0.845, -1.728], [-0.207, -1.940, 1.107], [1.657, 0.347, -1.250], [-0.506, -0.180, -0.084], [1.588, -1.251, 0.436], [-2.105, -0.660, -0.378], [2.547, -0.234, -0.490]]}



<x>
{"formula": "C2H6N2S2", "method": "ωB97M-V/def2-TZVPD", "smiles": "[H]/N=C(\\NS)SC", "gap_ev": 9.6, "spin_multiplicity": 1, "homo_ev": -9.004, "total_charge": 0, "species": ["C", "C", "H", "H", "H", "H", "H", "H", "N", "N", "S", "S"], "coordinates": [[1.336, 1.922, 1.437], [-0.163, -0.225, 0.686], [0.511, 2.201, 2.128], [1.914, 2.808, 1.061], [2.131, 1.521, 2.084], [-1.019, -0.928, 2.435], [-1.816, -1.118, 0.303], [-1.248, -0.091, -2.629], [-0.190, -0.465, 1.987], [-1.182, -0.634, -0.311], [0.889, 0.870, -0.003], [-0.758, -1.300, -1.863]]}



<y>
{"formula": "C2H6N2S2", "method": "ωB97M-V/def2-TZVPD", "smiles": "[H]/N=C(\\CS)NS", "gap_ev": 9.5, "spin_multiplicity": 1, "homo_ev": -8.957, "total_charge": 0, "species": ["C", "C", "H", "H", "H", "H", "H", "H", "N", "N", "S", "S"], "coordinates": [[0.359, 1.234, 0.177], [-0.239, -0.147, -0.141], [2.638, 0.900, -0.076], [-0.382, 1.972, -0.128], [0.533, 1.323, 1.285], [0.720, -0.242, -1.818], [-0.973, -0.564, 1.756], [-1.083, -2.865, -0.049], [-0.120, -0.632, -1.298], [-1.194, -0.666, 0.734], [1.887, 1.706, -0.784], [-2.146, -2.019, 0.341]]}



The energy of each structure relative to the most stable one, in eV, is as follows: <w> 0.665; <x> 0.840; <y> 0.000.



<w>
{"formula": "Cl2FHSi", "method": "ωB97M-V/def2-TZVPD", "gap_ev": 9.6, "spin_multiplicity": 1, "homo_ev": -10.328, "total_charge": 0, "species": ["F", "Si", "Cl", "Cl", "H"], "coordinates": [[0.502, -1.196, -1.034], [1.528, 0.086, -1.236], [-1.959, -0.268, 0.497], [1.189, 1.034, 0.556], [-1.260, 0.344, 1.217]]}



<x>
{"formula": "Cl2FHSi", "method": "ωB97M-V/def2-TZVPD", "smiles": "F[SiH](Cl)Cl", "gap_ev": 10.9, "spin_multiplicity": 1, "homo_ev": -11.094, "total_charge": 0, "species": ["F", "Si", "Cl", "Cl", "H"], "coordinates": [[0.255, 0.498, 1.652], [0.191, 0.064, 0.103], [-1.192, -1.877, -0.571], [-0.696, 1.636, -0.608], [1.443, -0.320, -0.576]]}



The energy of each structure relative to the most stable one, in eV, is as follows: <w> 1.309; <x> 0.000.



<w>
{"formula": "C5H16NO2", "method": "ωB97M-V/def2-TZVPD", "gap_ev": [3.5, 11.3], "spin_multiplicity": 2, "homo_ev": [-2.955, -10.936], "total_charge": 0, "species": ["C", "C", "C", "O", "H", "H", "H", "H", "H", "H", "H", "H", "C", "O", "C", "N", "H", "H", "H", "H", "H", "H", "H", "H"], "coordinates": [[1.081, 2.001, 1.982], [1.044, 0.515, 1.661], [2.002, 0.150, 0.545], [-0.316, 0.157, 1.304], [0.212, 2.259, 2.592], [1.048, 2.643, 1.102], [1.961, 2.198, 2.600], [1.268, -0.041, 2.577], [3.009, 0.410, 0.889], [1.800, 0.728, -0.361], [1.972, -0.911, 0.284], [-0.343, -0.809, 1.178], [-0.827, -1.719, -1.704], [-0.754, -2.191, -0.341], [-1.871, -0.629, -1.772], [-1.432, 0.622, -1.064], [-1.136, -2.546, -2.354], [0.152, -1.352, -2.020], [-0.069, -2.868, -0.349], [-2.062, -0.332, -2.810], [-2.805, -0.966, -1.327], [-0.699, 1.143, -1.611], [-0.954, 0.339, -0.128], [-2.279, 1.198, -0.873]]}



<x>
{"formula": "C5H16NO2", "method": "ωB97M-V/def2-TZVPD", "gap_ev": [5.9, 9.6], "spin_multiplicity": 2, "homo_ev": [-5.532, -9.273], "total_charge": 0, "species": ["C", "C", "C", "C", "C", "N", "H", "H", "H", "H", "H", "H", "H", "H", "H", "H", "H", "H", "H", "H", "O", "H", "H", "O"], "coordinates": [[-2.960, 0.629, 0.472], [-1.571, 0.824, 1.071], [-0.630, 1.671, 0.217], [0.051, 1.006, -0.983], [2.444, 1.308, -1.160], [1.413, 0.551, -0.728], [-3.764, 0.747, 1.215], [-3.185, 1.431, -0.229], [-3.204, -0.356, 0.075], [-1.605, 1.394, 2.006], [-1.205, -0.158, 1.395], [-1.194, 2.563, -0.089], [0.167, 2.140, 0.800], [-0.562, 0.216, -1.424], [0.087, 1.679, -1.847], [3.417, 0.839, -1.279], [2.506, 2.383, -1.241], [1.439, -0.348, -0.274], [0.075, -2.980, -0.847], [-0.723, -1.744, -0.220], [-0.121, -2.042, -0.915], [1.257, -3.646, 1.618], [1.938, -2.581, 2.363], [1.396, -2.701, 1.588]]}



The energy of each structure relative to the most stable one, in eV, is as follows: <w> 0.937; <x> 0.000.